Entry 1:
CH3Cl2N3O | wB97M-V/def2-TZVPD

Output
HOMO in Eh: -0.362
Kohn-Sham gap in eV: 9.8
Structure (SMILES): NN(Cl)C(=O)NCl
LUMO level in eV: -0.06
ΔE to the lowest compared entry with this formula, charge and spin in kJ/mol: 98.4

The geometry in ORCA input format:
```
! RIJCOSX wB97M-V def2-TZVPD def2/J DEFGRID3
* xyz 0 1
Cl 0.8945 -0.8423 1.5339
Cl 0.0686 3.3778 2.1576
O 0.8446 2.0175 -0.1229
N -0.5291 1.8417 1.6351
N -0.3570 -0.1333 0.2489
N -0.0160 -0.5565 -0.9938
C 0.1186 1.3691 0.5684
H -0.7357 1.2674 2.4624
H -0.5168 -1.3373 -1.3804
H 0.6336 -0.0781 -1.5471
*
```



Entry 2:
C46H38GeMoN3OS2 | wB97M-V/def2-TZVPD

Output
HOMO (alpha / beta) in Eh: -0.393 / -0.397
Kohn-Sham gap (alpha / beta) in eV: 7.2 / 7.2
LUMO level (alpha / beta) in eV: -3.49 / -3.58
ΔE to the lowest compared entry with this formula, charge and spin in kJ/mol: 0.0

The geometry in ORCA input format:
```
! RIJCOSX wB97M-V def2-TZVPD def2/J DEFGRID3
* xyz 1 1
Mo 0.2757 -1.1284 0.0738
Ge 2.9414 1.1445 0.8331
S 1.7406 -0.8520 -4.4861
S 1.5552 -1.9535 -1.6310
O -1.3487 -1.8915 0.5400
N -0.1674 -0.2388 -2.8475
N -0.7528 -0.2934 -1.5649
N 1.4667 -1.9083 1.7171
C 0.4596 -0.1175 2.9870
C -1.2324 0.9838 4.3230
C 2.2263 -3.0173 1.6151
C -0.9642 -4.0192 -6.5980
C 3.4712 1.1325 2.7046
C 5.4405 -1.8240 -1.8599
C 2.9951 -2.7643 3.8465
C 4.2614 1.2906 5.3885
C -1.5496 -4.7962 -5.6042
C 2.0543 3.8870 0.3597
C 2.9802 -3.4902 2.6621
C 3.4290 5.6655 -0.4912
C -3.8814 0.6809 -0.0860
C 4.0229 -0.0429 -0.2323
C 0.2324 -4.1943 -4.1029
C 3.1000 2.9753 0.2090
C -0.2564 0.0151 4.1772
C -0.8250 1.6929 2.0696
C -1.5255 1.8218 3.2522
C 4.3202 3.4399 -0.2864
C 4.4827 4.7739 -0.6380
C 1.4334 -1.2333 2.8859
C 4.6465 0.5194 3.1420
C -4.5749 0.6442 1.1046
C -2.7657 -0.1408 -0.3022
C 0.9982 0.7441 0.6350
C 4.2289 0.2368 -1.5842
C 0.2100 -3.3307 -6.3396
C 4.5363 -1.2325 0.2882
C -2.0263 -0.0478 -1.5687
C -2.4008 -1.0280 0.7197
C -3.1020 -1.0815 1.9143
C 3.1014 1.9283 4.9652
C 0.2068 0.7565 1.9168
C -0.9469 -4.8852 -4.3586
C 0.8832 -0.9595 -2.9562
C 2.0635 -2.6208 -4.7984
C 2.2227 -1.6247 3.9575
C -2.7504 0.2712 -2.8373
C -4.1823 -0.2451 2.1041
C 5.2413 -2.1183 -0.5168
C 4.9326 -0.6477 -2.3922
C 2.7158 1.8562 3.6329
C 5.0396 0.5961 4.4732
C 0.8171 -3.4086 -5.0885
C 2.2145 5.2229 0.0123
H 5.9962 -2.5085 -2.4882
H 3.5563 6.7053 -0.7637
H -1.7729 1.0737 5.2562
H 4.5671 1.3511 6.4254
H 2.2182 -3.5173 0.6567
H -2.3010 1.1340 -3.3289
H -2.4644 -5.3380 -5.8063
H 1.3932 5.9179 0.1355
H -2.3024 2.5705 3.3393
H -1.3869 -5.5022 -3.5854
H -0.0562 -0.6679 4.9939
H 3.8317 1.1464 -2.0195
H -4.1844 1.3780 -0.8561
H 5.9600 0.1232 4.7925
H -5.4228 1.2982 1.2569
H 5.6416 -3.0335 -0.0965
H 5.2790 -0.0136 2.4425
H 5.1567 2.7595 -0.4006
H 1.0989 3.5648 0.7599
H -1.0485 2.3512 1.2373
H 2.6296 -3.0326 -3.9637
H -2.7840 -1.7832 2.6730
H 0.7087 -4.2809 -3.1324
H 5.0826 -0.4170 -3.4396
H -3.8075 0.4382 -2.6618
H 3.6133 -3.0838 4.6761
H 2.7210 -2.5845 -5.6674
H 2.2400 -1.0185 4.8535
H 3.5613 -4.3930 2.5409
H 0.6541 1.5380 -0.0255
H 0.6599 -2.7215 -7.1160
H 4.3853 -1.4820 1.3333
H 2.5040 2.4928 5.6706
H -4.7272 -0.2822 3.0387
H 1.8138 2.3748 3.3220
H -2.6351 -0.5650 -3.5283
H -1.4219 -3.9549 -7.5766
H 5.4332 5.1183 -1.0252
*
```



Entry 3:
C48H43Cl2F4N10O2RbS2 | wB97M-V/def2-TZVPD

Output
HOMO in Eh: -0.066
Kohn-Sham gap in eV: 5.0
LUMO level in eV: 3.18
ΔE to the lowest compared entry with this formula, charge and spin in kJ/mol: 56.4

The geometry in ORCA input format:
```
! RIJCOSX wB97M-V def2-TZVPD def2/J DEFGRID3
* xyz -2 1
Rb -0.9638 1.2858 0.9628
Cl 3.1575 -1.8480 -5.2681
Cl -3.4133 -0.4697 0.8633
S -0.3726 -1.5881 -1.5544
S -3.0488 -2.1742 -2.6342
F 2.4645 7.3817 6.0928
F -1.2141 6.1586 2.2600
F 2.1484 4.8601 5.3654
F -0.9717 8.6761 3.0284
O -3.5463 1.6425 -0.5698
O 2.4522 -6.3048 2.1573
N -2.1498 0.2352 -2.4863
N 0.7864 -0.7901 1.5966
N 2.3768 10.4104 6.8936
N 2.5991 -1.8145 2.3664
N -0.3633 11.5195 4.0482
N -1.2462 1.2418 -2.3504
N -1.5167 -0.1871 3.8906
N 1.9905 2.1878 3.4297
N 1.6778 -2.7325 2.0139
N -1.9716 3.1583 2.4616
C -0.4495 1.1250 5.8402
C 0.5873 -2.0847 1.5643
C 4.2784 -3.4166 -3.3910
C -0.7994 -2.0708 -7.2460
C -1.6909 2.4383 -2.4445
C 1.2088 3.0472 3.4309
C 1.7290 9.9613 6.0451
C 1.3764 5.8011 4.7507
C -1.8350 -0.6466 -5.6161
C -5.4093 2.5594 -1.8196
C 0.8884 9.5297 5.0263
C 0.7606 8.1758 4.6085
C 0.9874 0.6567 6.0794
C -2.7368 -1.6521 -5.2862
C 4.0137 -3.0627 -1.0132
C 1.2797 -5.4896 0.2003
C -0.1640 7.7586 3.6255
C 2.9969 -1.5403 -2.5902
C 4.5334 -3.7854 -2.0830
C 2.0331 -0.6661 2.0954
C 3.2665 -1.9242 -1.2877
C -0.3049 6.4463 3.2344
C -0.8751 -0.8551 -6.5892
C -1.7689 -0.9706 -2.2126
C 0.4476 5.3970 3.7818
C 0.2345 4.0212 3.3745
C 2.3484 -5.1578 1.2957
C -4.0567 2.2924 -1.6582
C 1.5309 7.1166 5.1378
C 1.2104 -4.4326 -0.8959
C 1.9145 -4.1059 2.3532
C -0.6856 3.5462 -2.4218
C -1.6990 -3.0755 -6.9292
C -4.3927 0.8043 0.1390
C 4.2979 -3.5018 0.3963
C 3.4967 -2.2985 -3.6324
C -0.1038 -5.6398 0.8498
C -1.0410 0.4203 4.7351
C -3.5947 3.5070 -3.6817
C -4.9472 3.7469 -3.8537
C -3.7176 -1.4421 -4.1850
C 0.1795 10.5831 4.4595
C 3.7911 -4.9071 0.7729
C -2.6598 -2.8685 -5.9562
C -0.9624 3.5892 2.8454
C 1.5963 -6.8383 -0.4761
C -5.8512 3.2738 -2.9208
C -3.1277 2.7739 -2.5973
H -6.1279 2.2375 -1.0814
H -6.9072 3.4741 -3.0292
H 4.6736 -3.9908 -4.2154
H -3.3521 -3.6592 -5.7006
H 1.0273 -4.5073 2.8474
H -0.7083 4.1186 -3.3496
H -5.3000 4.3088 -4.7079
H 2.3802 -0.6769 -2.7831
H 3.9342 -2.7608 1.1034
H -0.7917 -6.0836 0.1332
H -0.8884 4.2333 -1.5988
H 1.6088 0.9696 5.2395
H -4.6591 -1.9608 -4.3622
H -1.0686 0.9572 6.7277
H 2.7673 -7.0401 1.6223
H 2.8717 -1.3253 -0.4817
H 2.5007 0.2812 2.2763
H -0.0506 -6.2845 1.7261
H 1.2027 -3.4271 -0.4954
H 1.0323 -0.4275 6.1697
H 0.9142 -6.9710 -1.3125
H 2.0490 -4.5176 -1.5802
H -1.8822 0.2954 -5.0904
H 5.3875 -3.5371 0.5054
H 0.2944 -4.5524 -1.4696
H -0.5120 -4.6771 1.1373
H -1.6443 -4.0267 -7.4422
H -5.1232 0.3188 -0.5222
H 0.3012 3.1010 -2.2987
H 3.9754 -5.5779 -0.0685
H 5.1481 -4.6558 -1.8950
H -3.8782 -0.3845 -3.9797
H -4.8837 1.3333 0.9669
H 1.4522 -7.6786 0.2032
H 2.6077 -6.8700 -0.8766
H -0.0371 -2.2370 -7.9959
H -0.1773 -0.0664 -6.8326
H 4.4280 -5.2449 1.5973
H -0.4540 2.1931 5.6126
H 2.7220 -4.0884 3.0911
H 1.3789 1.1108 6.9877
H -0.3096 -2.5547 1.2169
H -2.8923 3.8681 -4.4193
*
```



Entry 4:
C32H29F9N3O6PRuS3 | wB97M-V/def2-TZVPD

Output
HOMO in Eh: -0.280
Kohn-Sham gap in eV: 7.4
LUMO level in eV: -0.19
ΔE to the lowest compared entry with this formula, charge and spin in kJ/mol: 0.0

The geometry in ORCA input format:
```
! RIJCOSX wB97M-V def2-TZVPD def2/J DEFGRID3
* xyz 0 1
Ru -0.6921 -0.4453 0.2617
S -1.7937 1.4714 1.1983
S -1.5735 3.0106 3.7008
S -2.3878 -2.0529 1.8284
P -1.1972 0.0236 -1.8100
F 1.3952 -2.4556 4.7106
F 3.4261 -2.9874 5.2272
F 2.8477 -0.2234 5.1263
F 4.8695 -0.6646 4.5252
F 3.6482 0.6564 3.3285
F 5.1747 -2.9295 3.0848
F 2.4419 -3.9412 3.5495
F 4.9401 -1.2111 1.7819
F 3.8388 -3.0206 1.3942
O 1.0213 -2.7609 0.6755
O -1.1764 -1.4154 2.3821
O 1.1358 0.4371 0.6105
O 2.1081 -1.2641 2.3908
O -2.4395 -1.6195 0.3909
O -2.5309 -3.4662 1.9979
N -0.0870 0.9801 3.2626
N 1.8297 1.3709 0.0174
N 0.2338 -2.1861 -0.2559
C -5.2474 2.1911 -1.6931
C -1.4361 -1.4940 -2.7847
C -1.0386 1.6795 2.6965
C 1.8678 1.9473 -4.6649
C -3.9743 0.1556 -1.8466
C 4.2750 -2.2335 2.3753
C 3.9777 2.2049 -0.4878
C -3.7785 -1.2964 2.6098
C -5.1948 0.8051 -1.7467
C -2.2877 -2.5040 -4.8158
C -2.7912 0.8907 -1.9034
C -0.0507 0.8974 -2.9349
C -0.4021 1.8704 -3.8642
C 0.3761 1.4021 4.5792
C -1.7264 -3.7187 -4.4427
C 2.2184 0.9488 -3.7646
C -2.8513 2.2808 -1.8211
C -2.1294 -1.4057 -3.9901
C 1.2505 2.4356 -0.5657
C 3.0741 -1.6660 3.2122
C 3.6288 -0.4723 4.0571
C 2.5839 -2.7775 4.1958
C 3.1696 1.2415 0.0719
C 2.0288 3.4128 -1.1480
C -0.0190 -2.9763 -1.2301
C -0.8521 -2.7128 -2.4104
C 3.4092 3.3030 -1.1166
C 0.5593 2.4029 -4.7151
C -1.0132 -3.8116 -3.2632
C 1.2658 0.4328 -2.9033
C -4.0734 2.9289 -1.7252
C -0.6598 2.3775 5.1358
H -4.1065 4.0089 -1.6644
H 3.5040 0.3546 0.5945
H -4.6757 -1.6982 2.1448
H -1.8385 -4.5902 -5.0742
H -2.5625 -0.4555 -4.2808
H 0.1711 2.4413 -0.5213
H -3.7484 -1.5661 3.6634
H 4.0318 4.0625 -1.5682
H 1.3631 1.8575 4.4855
H 0.4363 -3.9596 -1.1672
H 0.2780 3.1662 -5.4295
H -0.1920 3.2060 5.6609
H 1.5325 -0.3481 -2.1970
H -6.2019 2.6951 -1.6150
H 0.3719 0.1814 2.8134
H 1.4370 -2.0662 1.3397
H -3.9380 -0.9260 -1.8620
H 3.2335 0.5736 -3.7346
H -1.9396 2.8668 -1.8188
H -3.7180 -0.2188 2.4768
H 0.4676 0.5273 5.2173
H 5.0490 2.0798 -0.4259
H -6.1075 0.2250 -1.7040
H -0.5650 -4.7562 -2.9814
H -1.3582 1.8808 5.8061
H 1.5395 4.2526 -1.6201
H 2.6109 2.3575 -5.3368
H -1.4253 2.2156 -3.9350
H -2.8414 -2.4138 -5.7409
*
```